C5H8O2 in the gas phase at a distorted geometry, computed with wB97M-V/def2-TZVPD.

XYZ file:
```
15
Properties=species:S:1:pos:R:3:forces:R:3
C -1.8392 -0.6284 0.4687 0.300 3.829 -0.412
O -0.8574 -0.4241 -0.5257 1.046 -0.714 -0.661
C 0.1450 0.5137 -0.2912 -0.329 -0.051 1.809
C 1.5614 0.0039 -0.3789 -1.568 -1.169 -0.651
C -0.0746 1.9039 -0.7533 -1.697 1.124 -1.179
C -0.0047 1.7600 0.6730 0.466 -3.161 -1.441
O -0.0356 2.0347 1.8143 -0.117 1.316 1.229
H -2.0704 -1.6290 0.6065 0.018 -1.950 0.585
H -2.6998 -0.1354 0.0228 -0.740 -0.086 0.486
H -1.5303 -0.0079 1.3415 -0.516 -1.131 -0.031
H 2.1379 0.5393 -1.0608 0.906 0.919 -1.541
H 1.5649 -1.0467 -0.6586 -0.098 -0.029 -0.078
H 2.0621 0.0931 0.5174 1.043 0.016 2.236
H -1.0764 2.1027 -1.1286 -0.334 -0.073 0.335
H 0.5666 2.2886 -1.4773 1.619 1.161 -0.686
```
Positions in Å, forces in eV/Å.

Computed properties:
SMILES: CO[C@@]1(C)CC1=O
relative energy (zero: lowest compared OMol25 entry of this formula, charge and spin): 3.5841 eV

2 unconnected molecules or ions with the total composition C9H14 at a distorted geometry, computed with wB97M-V/def2-TZVPD.

XYZ file:
```
23
Properties=species:S:1:pos:R:3:forces:R:3
C -1.5229 0.5640 0.3302 3.803 1.068 -2.213
C -1.0180 -0.8269 0.3506 2.431 -0.782 -0.659
C -0.7313 -1.5810 -0.8661 -1.243 0.257 4.578
C -0.4896 -2.9180 -0.6727 0.545 -0.001 -0.067
C -0.3467 -3.4678 0.6160 0.084 -1.106 -2.158
C -0.3235 -2.6868 1.7281 -0.596 0.309 0.839
C -0.6725 -1.3253 1.6281 -0.586 -0.464 -1.765
H -1.6657 1.0175 -0.6573 0.389 -0.199 0.071
H -1.0043 1.2662 0.9881 0.274 -0.243 -0.228
H -2.4144 0.4823 0.6976 -5.661 -0.107 2.257
H -0.9716 -1.1426 -1.7715 -0.072 0.698 -1.832
H -0.3199 -3.5276 -1.5453 -0.197 -0.380 -0.061
H -0.2871 -4.5718 0.6190 0.338 0.770 0.514
H -0.1456 -3.2447 2.6384 -0.001 0.593 0.427
H -0.8393 -0.6127 2.4298 0.328 -0.513 0.356
C 1.1219 2.3613 -0.4729 2.234 -1.783 2.820
C 2.0659 3.3539 -1.0924 0.642 0.790 -1.697
H 0.4921 1.7457 -1.0650 -0.364 -0.042 -1.377
H 1.8600 1.5605 -0.0306 -1.798 1.268 0.036
H 0.4552 2.7553 0.3014 0.464 0.061 0.047
H 2.9081 2.7500 -1.6329 -0.623 1.555 1.782
H 1.5895 3.6713 -1.9907 -0.648 0.908 -0.852
H 2.2596 4.3772 -0.5300 0.256 -2.657 -0.820
```
Positions in Å, forces in eV/Å.

Computed properties:
SMILES: Cc1ccccc1.CC
relative energy (zero: lowest compared OMol25 entry of this formula, charge and spin): 2.0315 eV

A molecular structure, C10H19ClOSi at a distorted geometry, computed with wB97M-V/def2-TZVPD.

XYZ file:
```
32
Properties=species:S:1:pos:R:3:forces:R:3
C -1.7638 0.9109 0.5380 2.549 -1.311 -0.339
C -0.5500 0.6917 0.6453 -1.934 0.925 0.763
C -3.0041 0.2894 -2.9716 0.356 -1.281 -0.288
C 2.9602 -1.7868 3.0393 3.843 -0.267 0.726
C 4.2784 -0.1512 0.8622 -0.969 0.181 -1.327
C -3.2412 1.0622 0.3694 0.930 0.719 -0.754
C -4.0155 1.0431 -2.1467 -2.202 3.686 -1.836
C -3.6553 1.9423 -0.8960 0.116 -1.485 0.161
C 0.9232 0.4863 0.9764 -1.959 -1.364 0.701
C 1.4120 -0.8223 0.4099 -0.678 -2.275 1.277
O 1.3008 0.5580 2.4085 -1.965 -0.417 -1.339
Si 3.0373 -1.5271 1.2153 -0.247 2.552 0.924
Cl -0.2053 -2.3394 0.7374 2.322 1.772 -0.272
H -2.4552 0.8431 -3.7796 0.015 -0.029 1.468
H -2.4021 -0.3431 -2.2954 0.462 0.421 -0.609
H -3.5400 -0.4365 -3.6041 -0.142 0.071 0.361
H 3.2946 -0.9468 3.6812 -0.768 0.013 -0.766
H 2.0324 -2.1339 3.2660 -2.845 -0.800 1.080
H 3.6774 -2.5695 3.4296 -0.667 0.320 -0.863
H 5.3223 -0.3547 0.8709 0.908 -0.980 -0.797
H 3.9691 0.4072 -0.0477 0.569 -0.538 0.081
H 4.3257 0.6166 1.5690 -0.860 1.235 1.700
H -3.4868 1.6079 1.2719 -0.623 0.088 0.200
H -3.8146 0.1126 0.3473 0.658 0.379 0.129
H -4.4802 1.7936 -2.9512 0.835 -1.014 1.676
H -4.9295 0.4763 -1.9757 0.298 -0.545 0.555
H -2.8327 2.6045 -1.1988 -0.266 -0.022 0.376
H -4.5250 2.5393 -0.5216 0.592 -0.422 -0.893
H 1.4567 1.2198 0.4286 0.857 1.081 -0.129
H 1.5390 -0.9439 -0.6561 -0.611 0.333 -0.343
H 0.5907 0.0400 2.8819 1.031 0.758 -0.665
H 3.3479 -2.6107 0.4086 0.393 -1.785 -0.959
```
Positions in Å, forces in eV/Å.

Computed properties:
relative energy (zero: lowest compared OMol25 entry of this formula, charge and spin): 3.9914 eV

C6H14 in the gas phase at a distorted geometry, computed with wB97M-V/def2-TZVPD.

XYZ file:
```
20
Properties=species:S:1:pos:R:3:forces:R:3
C -1.8264 -0.9733 -0.4073 0.230 0.166 0.275
C -0.8451 0.2187 -0.4910 -0.574 1.471 1.576
C 0.7646 0.1977 0.1887 -4.116 -0.499 -2.448
C 0.8434 -0.7997 -1.1250 2.311 -0.392 0.543
C 1.1710 1.6934 0.1857 -0.027 -0.433 -0.488
C 0.5281 -0.2473 1.6522 0.023 -0.364 -0.500
H -1.6438 -1.5718 0.4890 -0.064 0.018 -0.028
H -1.8440 -1.6654 -1.2662 0.304 0.400 0.211
H -2.8401 -0.5615 -0.3218 0.200 -0.097 -0.001
H -0.9257 0.6730 -1.5004 0.512 -0.041 0.759
H -1.1158 0.9377 0.2328 -1.753 1.191 0.610
H 0.0242 -1.0690 -1.8743 0.626 0.824 1.406
H 1.5793 -0.3375 -1.7535 1.064 -0.444 -0.358
H 1.0873 -1.7577 -0.7068 0.969 -0.652 -0.222
H 1.3825 2.0357 -0.8281 -0.031 0.092 -0.043
H 2.0369 1.9819 0.8098 -0.230 -0.631 -0.215
H 0.3258 2.3056 0.5712 0.276 -0.355 -0.201
H 0.3358 -1.3185 1.7219 -0.053 -0.026 0.052
H -0.3693 0.2796 2.0463 0.334 -0.228 -0.242
H 1.3313 -0.0215 2.3766 -0.001 0.000 -0.686
```
Positions in Å, forces in eV/Å.

Computed properties:
SMILES: CCC(C)(C)C
relative energy (zero: lowest compared OMol25 entry of this formula, charge and spin): 3.7204 eV

9 unconnected molecules or ions with the total composition C30H61O14P at a distorted geometry, computed with wB97M-V/def2-TZVPD.

XYZ file:
```
106
Properties=species:S:1:pos:R:3:forces:R:3
C 0.4425 3.7653 4.2763 -0.068 -0.073 0.014
C -1.0612 3.4302 4.2545 0.094 0.426 -0.092
C -1.8704 4.5653 3.6275 0.061 -0.227 0.092
C -1.3292 2.1054 3.5725 0.033 0.414 0.601
O -0.6489 2.0468 2.2969 -0.250 -0.813 -0.215
C -1.3763 1.8246 1.2099 -0.534 0.796 -0.355
O -2.3350 2.4719 0.8551 0.549 -0.590 0.408
O -0.8926 0.7858 0.4680 -0.002 0.260 0.285
C -0.1556 1.1657 -0.6746 0.379 -0.037 -0.576
P 1.6275 0.9660 -0.3209 -0.285 -0.508 0.961
O 1.8523 0.6004 1.0821 0.349 0.320 -0.353
O 2.3563 2.3045 -0.8126 -0.031 -0.189 0.013
O 2.1282 -0.1643 -1.3591 -0.028 0.461 -0.240
H 0.7536 4.0378 5.2827 0.093 0.051 0.023
H 1.0570 2.9322 3.9401 0.030 -0.092 0.059
H 0.6643 4.6045 3.6193 0.009 0.045 -0.069
H -1.3915 3.3204 5.2891 -0.091 -0.192 0.024
H -2.9385 4.3986 3.7639 -0.085 0.039 -0.063
H -1.6073 5.5143 4.0906 -0.014 0.104 0.003
H -1.6642 4.6253 2.5597 -0.010 0.069 -0.086
H -0.9231 1.3047 4.1877 0.023 -0.180 -0.179
H -2.4002 1.9550 3.4465 -0.055 -0.044 -0.209
H -0.4127 0.5178 -1.5096 -0.083 -0.057 0.032
H -0.3523 2.1874 -0.9988 -0.119 0.054 0.065
H 2.9878 2.1245 -1.5151 -0.017 0.235 -0.209
H 3.0704 -0.3139 -1.2164 0.050 -0.352 0.028
C -1.8761 -2.2944 5.1670 -0.036 0.147 -0.047
C -1.0606 -1.4886 6.1500 0.247 -0.218 0.024
C -0.2710 -2.2637 7.1735 -0.091 -0.008 0.073
O -1.0319 -0.2825 6.1097 -0.118 0.272 -0.031
H -2.3901 -1.6239 4.4822 -0.005 0.010 -0.007
H -1.2225 -2.9581 4.5993 0.010 -0.054 0.058
H -2.6107 -2.9016 5.6986 0.043 -0.077 -0.003
H 0.4401 -2.9208 6.6715 -0.089 0.021 0.030
H -0.9423 -2.8720 7.7831 -0.030 -0.047 -0.021
H 0.2730 -1.5728 7.8115 0.022 0.014 -0.006
C 0.0762 -0.6037 -4.4315 0.245 0.205 0.216
C -0.4657 0.8018 -4.4107 -0.089 -0.047 -0.086
C -1.7021 1.0657 -5.2294 0.030 0.204 0.065
O 0.0586 1.6815 -3.7622 0.113 0.030 0.096
H 0.9596 -0.6642 -3.7974 -0.024 0.013 0.020
H -0.6784 -1.3013 -4.0671 -0.039 -0.057 -0.135
H 0.3330 -0.8901 -5.4500 -0.141 -0.104 -0.039
H -2.5199 0.4290 -4.8895 -0.002 -0.059 -0.075
H -1.5114 0.8518 -6.2823 -0.029 -0.118 0.010
H -1.9960 2.1061 -5.1179 -0.032 -0.001 -0.005
C -6.9221 1.5294 2.4338 -0.057 0.092 0.127
C -6.4386 2.9027 2.0266 0.025 -0.057 -0.057
C -5.6167 2.9796 0.7654 -0.061 0.162 0.066
O -6.6974 3.8818 2.6851 -0.019 0.056 0.043
H -7.4973 1.6027 3.3534 -0.002 0.006 0.004
H -7.5484 1.1050 1.6476 0.067 -0.057 -0.038
H -6.0705 0.8655 2.5914 -0.005 -0.040 -0.086
H -6.1985 2.6106 -0.0820 0.043 -0.097 0.004
H -4.7168 2.3731 0.8661 -0.008 -0.053 -0.086
H -5.3259 4.0113 0.5832 0.011 0.014 0.006
C -1.6415 -4.7892 -5.6800 0.089 0.134 0.077
C -1.2444 -3.8714 -6.8105 -0.073 -0.048 -0.092
C -1.6531 -4.2826 -8.2024 0.080 0.149 -0.033
O -0.6228 -2.8535 -6.6123 -0.027 0.020 0.087
H -1.2873 -4.3833 -4.7355 0.002 0.004 0.002
H -2.7271 -4.8908 -5.6453 -0.004 -0.085 -0.042
H -1.2081 -5.7788 -5.8324 -0.079 -0.040 -0.035
H -2.7395 -4.3637 -8.2644 -0.002 -0.096 0.009
H -1.2205 -5.2542 -8.4466 -0.079 -0.051 0.017
H -1.3013 -3.5436 -8.9180 0.018 0.001 0.002
C 3.0887 -0.2459 3.9032 -0.245 -0.081 0.195
C 3.0226 -1.4463 4.8161 0.177 0.130 -0.114
C 4.3308 -2.1289 5.1426 -0.290 -0.022 0.033
O 1.9737 -1.8503 5.2659 0.005 -0.053 -0.074
H 2.0922 0.1542 3.7402 -0.010 0.007 -0.052
H 3.7215 0.5260 4.3465 0.085 -0.041 -0.047
H 3.5068 -0.5286 2.9373 0.061 0.049 -0.007
H 5.0061 -1.4285 5.6358 0.063 0.010 -0.073
H 4.8043 -2.4807 4.2241 0.074 0.072 0.005
H 4.1589 -2.9739 5.7996 0.021 -0.032 0.031
C -4.8910 5.0062 -5.6171 -0.008 -0.155 -0.072
C -4.8829 4.0896 -4.4169 0.018 0.097 0.073
C -4.8009 4.7475 -3.0605 -0.012 -0.172 0.024
O -4.9365 2.8890 -4.5360 0.013 -0.105 -0.046
H -4.9514 4.4151 -6.5274 -0.002 -0.007 -0.004
H -5.7468 5.6809 -5.5667 0.048 0.075 0.032
H -3.9799 5.6064 -5.6350 -0.038 0.077 0.037
H -5.6536 5.4124 -2.9141 0.045 0.081 -0.018
H -3.8866 5.3381 -2.9855 -0.037 0.080 -0.012
H -4.7998 3.9862 -2.2843 0.012 -0.006 0.004
C 3.9421 -1.2704 -8.4858 -0.077 0.034 -0.142
C 2.7447 -2.1917 -8.4610 0.022 0.020 0.057
C 2.5372 -3.0012 -7.2041 -0.023 -0.084 -0.151
O 1.9926 -2.2759 -9.4017 -0.027 -0.026 -0.060
H 3.9808 -0.7476 -9.4380 -0.004 0.001 -0.006
H 3.8703 -0.5421 -7.6763 0.058 -0.043 0.057
H 4.8595 -1.8458 -8.3516 0.011 0.020 0.090
H 2.4106 -2.3404 -6.3455 0.079 -0.020 0.040
H 3.4007 -3.6466 -7.0307 0.056 0.092 0.078
H 1.6472 -3.6092 -7.3148 -0.043 -0.012 0.016
C 8.3896 -3.1127 5.5530 -0.158 0.025 -0.033
C 7.6354 -3.8575 6.6297 0.096 -0.004 0.012
C 8.4664 -4.5897 7.6561 -0.157 -0.028 0.045
O 6.4290 -3.8652 6.6667 -0.005 -0.038 0.019
H 7.6845 -2.6300 4.8809 -0.008 0.002 -0.001
H 9.0351 -2.3567 6.0028 0.078 -0.049 -0.007
H 9.0135 -3.8051 4.9858 0.079 0.022 0.042
H 9.1147 -3.8879 8.1830 0.076 -0.020 -0.049
H 9.0932 -5.3367 7.1664 0.078 0.051 0.001
H 7.8117 -5.0814 8.3708 -0.008 -0.002 0.003
```
Positions in Å, forces in eV/Å.

Computed properties:
SMILES: CC(C)COC(=O)OCP(=O)(O)O.CC(C)=O.CC(C)=O.CC(C)=O.CC(C)=O.CC(C)=O.CC(C)=O.CC(C)=O.CC(C)=O

C4H8N3O2P in the gas phase at a distorted geometry, computed with wB97M-V/def2-TZVPD.

XYZ file:
```
18
Properties=species:S:1:pos:R:3:forces:R:3
N 0.9100 1.9075 -0.9558 -1.105 -1.088 0.652
P 0.2310 0.5244 -1.6148 0.040 1.915 -0.059
N -1.3836 0.8606 -1.7672 -0.483 1.661 1.201
O 0.9204 0.2083 -2.8605 -0.146 -1.306 -0.344
N 0.2241 -0.5979 -0.3292 1.121 0.846 0.888
C 0.0640 -1.9596 -0.2642 -1.241 0.545 2.718
C -0.6655 -2.4682 0.7487 0.366 -3.002 -1.130
C -1.4957 -1.5605 1.4693 0.006 -0.126 0.452
C -1.0827 -0.3172 1.5747 0.473 1.955 0.510
O 0.1765 0.0208 0.9933 -1.048 -0.391 -0.798
H 1.6678 2.4082 -1.4124 -0.368 -0.561 0.284
H 0.8259 1.8895 0.0516 0.616 0.625 -0.015
H -1.7908 1.4632 -0.9935 0.455 -1.327 -1.753
H -2.0016 0.3797 -2.4018 0.059 0.075 0.243
H 0.6764 -2.5695 -0.7878 1.736 -1.588 -2.258
H -0.6765 -3.6379 0.9257 -0.070 2.774 -0.377
H -2.4061 -1.9132 1.8764 -0.770 -0.002 0.523
H -1.5179 0.5341 2.1601 0.356 -1.006 -0.738
```
Positions in Å, forces in eV/Å.

Computed properties:
SMILES: NP(N)(=O)N1C=CC=CO1
relative energy (zero: lowest compared OMol25 entry of this formula, charge and spin): 0.8360 eV

Number 1: HOMO level -8.565 eV, molecular weight 100.12 g/mol. Number 2: HOMO level -8.789 eV, molecular weight 122.21 g/mol. Number 3: HOMO level -9.479 eV, molecular weight 218.80 g/mol. Number 4: HOMO level -8.031 eV, molecular weight 86.18 g/mol. Number 5: HOMO level -9.063 eV, molecular weight 676.78 g/mol. Number 6: HOMO level -8.164 eV, molecular weight 161.10 g/mol.